Record 1
This record from the OMol25 dataset describes 2 unconnected molecules or ions with the total composition H3N3O2. The level of theory is ωB97M-V/def2-TZVPD.

Each line ends with the natural charge from an NBO analysis.
Element x y z (Å)
N  -2.14  -0.49  0.02  0.211
N  0.50  0.95  0.03  -0.613
N  0.82  -0.18  -0.61  -0.008
O  1.26  -1.09  0.31  -0.569
O  -1.95  0.67  0.13  -0.248
H  0.10  0.69  0.97  0.354
H  -0.21  1.36  -0.59  0.380
H  1.62  -1.90  -0.26  0.493

Output
HOMO energy (spin up / spin down) in eV: -7.52 / -9.12
Orbital gap (spin up / spin down) in eV: 7.38 / 8.43
Energy relative to the best compared isomer or geometry (same formula, charge and spin) in kJ/mol: 186.59
Total charge: 0



Record 2
This record from the OMol25 dataset describes H3N3O2 in the gas phase. The level of theory is ωB97M-V/def2-TZVPD.

Each line ends with the natural charge from an NBO analysis.
Element x y z (Å)
H  2.45  -0.23  0.78  0.355
N  1.83  0.06  -0.06  -0.443
N  0.61  -0.07  0.20  0.529
O  -0.03  -0.19  1.21  -0.439
O  -0.12  0.00  -0.99  -0.210
N  -1.42  0.30  -0.77  -0.469
H  -1.45  0.69  0.15  0.348
H  -1.87  -0.56  -0.51  0.329

Output
HOMO energy in eV: -10.54
Orbital gap in eV: 11.13
SMILES: [H]/N=[N+](\[O-])ON
Energy relative to the best compared isomer or geometry (same formula, charge and spin) in kJ/mol: 150.23
Total charge: 0



Record 3
This record from the OMol25 dataset describes H3N3O2 in the gas phase. The level of theory is ωB97M-V/def2-TZVPD.

Each line ends with the natural charge from an NBO analysis.
Element x y z (Å)
N  1.42  0.34  0.00  -0.638
N  0.07  0.33  0.04  0.381
O  -0.44  1.55  -0.09  -0.522
N  -0.63  -0.76  -0.01  -0.048
O  -2.03  -0.58  -0.16  -0.504
H  1.94  -0.60  0.12  0.408
H  1.91  1.26  0.07  0.438
H  -2.24  -1.54  0.04  0.485

Output
HOMO energy in eV: -9.30
Orbital gap in eV: 10.12
SMILES: N/[N+]([O-])=N/O
Energy relative to the best compared isomer or geometry (same formula, charge and spin) in kJ/mol: 124.86
Total charge: 0